# 1
This record from OMol25 describes a 9-piece molecular cluster, C17H42N10O18 overall at a distorted geometry. The level of theory is wB97M-V/def2-TZVPD.

orbital gap	7.998	eV
multiplicity	1
charge	0
energy	-2574.06479	hartree

XYZ file:
```
87
C17H42N10O18 (wB97M-V/def2-TZVPD)
C 4.92 -0.98 3.96
C 5.18 -1.83 2.71
C 4.12 -2.98 2.64
C 3.40 -3.27 1.30
C 2.01 -2.62 1.16
C 2.00 -1.29 0.37
N 0.96 -0.34 0.72
C 6.62 -2.39 2.75
C 7.02 -2.51 1.29
O 6.47 -3.70 0.71
C 6.30 -1.30 0.69
O 6.61 -0.71 -0.32
N 5.19 -0.98 1.49
H 5.35 -1.50 4.82
H 3.85 -0.85 4.15
H 5.38 0.01 3.89
H 3.33 -2.78 3.38
H 4.62 -3.89 2.98
H 4.02 -3.00 0.44
H 3.26 -4.35 1.25
H 1.37 -3.34 0.62
H 1.54 -2.48 2.14
H 1.93 -1.52 -0.70
H 2.97 -0.81 0.50
H 1.20 0.21 1.54
H 0.05 -0.76 0.83
H 7.25 -1.58 3.16
H 6.77 -3.31 3.31
H 8.10 -2.51 1.11
H 6.22 -3.51 -0.20
H 5.27 0.01 1.70
C -0.46 3.30 -1.18
N -1.26 2.40 -0.31
O -1.74 1.41 -0.81
O -1.37 2.72 0.86
H -0.45 2.89 -2.18
H -0.95 4.28 -1.15
H 0.54 3.35 -0.76
C 6.80 -6.95 -1.66
N 5.68 -5.97 -1.70
O 5.96 -4.81 -1.92
O 4.57 -6.40 -1.50
H 7.73 -6.42 -1.86
H 6.80 -7.40 -0.68
H 6.60 -7.70 -2.42
C 7.83 -4.19 6.26
N 6.82 -3.11 6.38
O 7.21 -1.97 6.49
O 5.65 -3.45 6.36
H 8.82 -3.74 6.30
H 7.67 -4.87 7.09
H 7.66 -4.69 5.32
C -1.61 -2.51 -2.01
N -2.04 -2.81 -0.62
O -2.79 -3.75 -0.43
O -1.60 -2.09 0.24
H -2.08 -3.23 -2.68
H -1.93 -1.49 -2.23
H -0.53 -2.58 -2.04
C -4.51 -6.03 -1.91
N -4.67 -6.41 -3.34
O -5.23 -7.46 -3.59
O -4.22 -5.64 -4.16
H -4.95 -6.80 -1.29
H -3.45 -5.92 -1.72
H -5.01 -5.07 -1.77
C -4.39 7.13 -1.09
N -3.68 5.92 -1.60
O -2.52 5.76 -1.27
O -4.30 5.17 -2.32
H -3.71 7.69 -0.47
H -4.72 7.70 -1.95
H -5.25 6.78 -0.53
C -9.11 8.91 -2.13
N -7.73 8.65 -1.64
O -7.58 8.29 -0.49
O -6.82 8.82 -2.43
H -9.80 8.71 -1.32
H -9.15 9.94 -2.46
H -9.28 8.24 -2.97
C -13.52 9.40 -4.79
N -12.27 9.55 -4.00
O -12.03 10.63 -3.52
O -11.56 8.57 -3.89
H -14.04 10.35 -4.80
H -13.23 9.09 -5.79
H -14.11 8.62 -4.32
```

So, what does the Löwdin scheme give us? The charges, in e, come out as:
1 C -0.0173
2 C -0.4536
3 C -0.1094
4 C -0.1864
5 C -0.1892
6 C -0.2888
7 N 0.0021
8 C -0.0739
9 C -0.2615
10 O -0.0223
11 C -0.4052
12 O 0.1037
13 N 0.1269
14 H 0.0522
15 H 0.0856
16 H 0.0891
17 H 0.1021
18 H 0.1084
19 H 0.0928
20 H 0.1069
21 H 0.0958
22 H 0.1045
23 H 0.1027
24 H 0.0871
25 H 0.0613
26 H 0.0275
27 H 0.1353
28 H 0.1146
29 H 0.1514
30 H 0.0651
31 H 0.1444
32 C 0.0414
33 N -0.4489
34 O 0.0450
35 O 0.0533
36 H 0.0944
37 H 0.0602
38 H 0.0995
39 C 0.0504
40 N -0.4396
41 O 0.0539
42 O 0.0767
43 H 0.0955
44 H 0.1014
45 H 0.0995
46 C 0.0461
47 N -0.4552
48 O 0.0663
49 O 0.0618
50 H 0.0950
51 H 0.1005
52 H 0.0928
53 C 0.0653
54 N -0.4329
55 O 0.0533
56 O 0.0658
57 H 0.0902
58 H 0.1020
59 H 0.0987
60 C 0.0364
61 N -0.4571
62 O 0.0667
63 O 0.0529
64 H 0.0945
65 H 0.0856
66 H 0.0982
67 C 0.0446
68 N -0.4373
69 O 0.0451
70 O 0.0762
71 H 0.0975
72 H 0.0793
73 H 0.0935
74 C 0.0352
75 N -0.4370
76 O 0.0664
77 O 0.0537
78 H 0.0973
79 H 0.1002
80 H 0.0859
81 C 0.0510
82 N -0.4424
83 O 0.0763
84 O 0.0541
85 H 0.0954
86 H 0.1020
87 H 0.1019

---

# 2
This record from OMol25 describes C2H2IN as an isolated structure at a distorted geometry. The level of theory is wB97M-V/def2-TZVPD.

relative energy (zero: lowest compared OMol25 entry of this formula, charge and spin)	68.6	kcal per mole
orbital gap (spin up / spin down)	8.626 / 8.362	eV
multiplicity	1
charge	0
energy	-429.71596	hartree

XYZ file:
```
6
C2H2IN (wB97M-V/def2-TZVPD)
C -0.53 0.42 0.03
C 0.78 0.06 0.39
N -1.19 0.03 1.01
I 1.78 1.62 1.31
H -0.76 1.06 -0.89
H 1.13 -0.83 0.83
```

So, what does the Löwdin scheme give us? The charges, in e, come out as:
1 C -0.5361
2 C -0.5922
3 N 0.1886
4 I 0.8121
5 H 0.1278
6 H -0.0002

---

# 3
This record from OMol25 describes a 13-piece molecular cluster, C16H44N12O26 overall at a distorted geometry. The level of theory is wB97M-V/def2-TZVPD.

relative energy (zero: lowest compared OMol25 entry of this formula, charge and spin)	0.0	kcal per mole
orbital gap	9.884	eV
multiplicity	1
charge	0
energy	-3248.19382	hartree

XYZ file:
```
98
C16H44N12O26 (wB97M-V/def2-TZVPD)
C -5.54 -1.59 -1.01
N -5.56 -0.49 -0.03
O -5.01 0.55 -0.33
O -6.26 -0.67 0.96
H -4.51 -1.66 -1.37
H -6.11 -1.38 -1.91
H -5.97 -2.49 -0.59
C -2.79 5.02 0.28
N -2.65 4.42 1.64
O -2.05 3.37 1.65
O -3.01 5.04 2.61
H -3.48 5.86 0.24
H -3.09 4.24 -0.41
H -1.86 5.50 -0.02
C 1.04 -1.16 -3.82
N 0.32 -0.61 -5.01
O 0.90 -0.68 -6.07
O -0.80 -0.18 -4.85
H 0.59 -2.13 -3.59
H 0.85 -0.49 -2.99
H 2.06 -1.42 -4.07
C 3.92 2.93 6.01
N 4.23 2.23 4.73
O 4.16 1.02 4.71
O 4.59 2.91 3.78
H 4.15 3.98 5.87
H 4.34 2.31 6.79
H 2.84 2.85 6.17
C -1.74 -4.30 0.36
N -3.07 -3.61 0.44
O -4.06 -4.30 0.60
O -3.06 -2.40 0.51
H -1.41 -4.22 -0.68
H -1.83 -5.37 0.54
H -1.09 -3.82 1.07
C 5.33 3.87 0.50
N 4.24 3.17 -0.31
O 3.68 2.22 0.18
O 4.03 3.62 -1.42
H 5.05 3.69 1.53
H 5.34 4.92 0.26
H 6.16 3.25 0.17
C -2.88 1.52 -3.83
N -3.53 2.72 -3.26
O -4.68 2.60 -2.89
O -2.89 3.75 -3.14
H -3.19 0.68 -3.22
H -1.82 1.64 -3.61
H -3.11 1.38 -4.88
C -4.47 -4.63 -3.15
N -3.62 -3.44 -3.40
O -3.81 -2.71 -4.34
O -2.77 -3.20 -2.53
H -3.93 -5.24 -2.44
H -4.65 -5.24 -4.03
H -5.45 -4.30 -2.83
C 1.77 -3.75 1.69
N 1.14 -4.59 2.74
O 0.31 -5.42 2.41
O 1.45 -4.32 3.88
H 2.83 -3.92 1.86
H 1.39 -2.74 1.84
H 1.46 -4.07 0.70
C 4.14 -0.45 -1.80
N 4.30 -1.81 -1.25
O 5.42 -2.28 -1.17
O 3.29 -2.46 -1.09
H 4.47 -0.40 -2.83
H 4.71 0.33 -1.29
H 3.11 -0.18 -1.57
C 2.78 -1.92 5.72
N 1.48 -1.43 5.23
O 0.47 -1.67 5.86
O 1.48 -0.80 4.21
H 3.33 -1.03 6.03
H 3.34 -2.46 4.97
H 2.63 -2.57 6.57
C 0.13 3.94 -1.82
N 0.85 3.04 -2.77
O 0.77 1.84 -2.64
O 1.34 3.55 -3.76
H 0.70 3.87 -0.89
H -0.86 3.54 -1.65
H 0.16 4.93 -2.25
O -0.18 -1.72 -0.16
C -0.64 -0.60 -0.25
O -0.32 0.43 0.51
C 0.75 0.24 1.42
C 1.21 1.50 2.14
C -1.68 -0.26 -1.29
H 1.63 -0.17 0.91
H 0.53 -0.51 2.17
H 2.03 1.33 2.83
H 0.34 1.98 2.59
H 1.58 2.21 1.40
H -2.28 0.62 -1.09
H -2.21 -1.20 -1.42
H -1.19 -0.11 -2.25
```

So, what does the Löwdin scheme give us? The charges, in e, come out as:
1 C 0.0079
2 N -0.4326
3 O 0.0626
4 O 0.0741
5 H 0.0595
6 H 0.1064
7 H 0.0923
8 C 0.0350
9 N -0.4440
10 O 0.0569
11 O 0.0813
12 H 0.0986
13 H 0.0823
14 H 0.0947
15 C 0.0455
16 N -0.4184
17 O 0.0776
18 O 0.0469
19 H 0.1097
20 H 0.0570
21 H 0.0924
22 C 0.0568
23 N -0.4288
24 O 0.0556
25 O 0.0494
26 H 0.0977
27 H 0.1021
28 H 0.1061
29 C 0.0421
30 N -0.4110
31 O 0.0600
32 O 0.0648
33 H 0.0853
34 H 0.0947
35 H 0.0696
36 C 0.0799
37 N -0.4356
38 O 0.0470
39 O 0.0548
40 H 0.0659
41 H 0.0956
42 H 0.1073
43 C 0.0328
44 N -0.4263
45 O 0.0724
46 O 0.0357
47 H 0.0831
48 H 0.0654
49 H 0.1132
50 C 0.0537
51 N -0.4165
52 O 0.0895
53 O 0.0232
54 H 0.0959
55 H 0.1013
56 H 0.1030
57 C 0.0459
58 N -0.4334
59 O 0.0631
60 O 0.0541
61 H 0.1072
62 H 0.0838
63 H 0.0911
64 C 0.0366
65 N -0.4345
66 O 0.0676
67 O 0.0540
68 H 0.1093
69 H 0.0817
70 H 0.0828
71 C 0.0338
72 N -0.4397
73 O 0.0857
74 O 0.0453
75 H 0.0815
76 H 0.0970
77 H 0.0994
78 C 0.0504
79 N -0.4191
80 O 0.0344
81 O 0.0777
82 H 0.0994
83 H 0.0719
84 H 0.1024
85 O 0.0753
86 C -0.5313
87 O 0.0363
88 C -0.2297
89 C -0.0550
90 C 0.0228
91 H 0.1188
92 H 0.0936
93 H 0.0554
94 H 0.0777
95 H 0.0489
96 H 0.0858
97 H 0.0490
98 H 0.0515

---

# 4
This record from OMol25 describes a 2-piece molecular cluster, C24H25BNO5 overall at a distorted geometry. The level of theory is wB97M-V/def2-TZVPD.

orbital gap	5.940	eV
multiplicity	1
charge	+1
energy	-1385.15537	hartree

XYZ file:
```
56
C24H25BNO5 (wB97M-V/def2-TZVPD)
C 0.39 -0.52 4.93
C -0.11 -0.30 3.59
C -1.19 -0.85 2.95
C -1.23 -0.21 1.69
C -0.10 0.55 1.53
B 0.48 1.78 0.57
N 0.94 3.23 1.05
C 0.27 3.98 2.12
C 2.43 3.19 1.22
C 2.86 2.12 0.25
O 3.96 1.89 -0.18
O 1.72 1.43 -0.16
C 0.60 3.94 -0.26
C -0.62 3.26 -0.80
O -1.38 3.63 -1.66
O -0.74 2.04 -0.22
O 0.58 0.52 2.74
H -0.47 -0.72 5.57
H 1.03 -1.41 4.98
H 0.94 0.33 5.31
H -1.86 -1.63 3.33
H -1.99 -0.40 0.94
H 0.54 5.04 2.03
H -0.81 3.88 2.03
H 0.60 3.64 3.10
H 2.87 4.17 0.99
H 2.71 2.91 2.25
H 0.44 5.01 -0.12
H 1.39 3.83 -1.02
C 1.12 -5.97 -0.97
C 0.73 -4.54 -0.81
C 1.72 -3.55 -0.70
C 1.36 -2.23 -0.54
C -0.01 -1.86 -0.66
C -0.35 -0.48 -0.90
C -1.24 -0.11 -1.99
C -0.72 0.80 -2.95
C -1.43 1.13 -4.10
C -2.70 0.58 -4.30
C -3.22 -0.34 -3.37
C -2.51 -0.66 -2.21
C -0.99 -2.87 -0.54
C -0.61 -4.19 -0.68
H 0.48 -6.62 -0.37
H 1.05 -6.32 -2.01
H 2.15 -6.11 -0.63
H 2.77 -3.85 -0.73
H 2.11 -1.45 -0.41
H 0.56 0.10 -0.97
H 0.28 1.21 -2.78
H -1.01 1.84 -4.81
H -3.29 0.87 -5.17
H -4.20 -0.79 -3.57
H -2.95 -1.31 -1.45
H -2.03 -2.61 -0.40
H -1.37 -4.97 -0.70
```

So, what does the Löwdin scheme give us? The charges, in e, come out as:
1 C -0.0089
2 C -0.3132
3 C 0.0139
4 C -0.0338
5 C -0.0756
6 B -0.7162
7 N -0.1127
8 C 0.0378
9 C 0.0252
10 C -0.3970
11 O 0.1553
12 O 0.1048
13 C 0.0311
14 C -0.4219
15 O 0.1512
16 O 0.1344
17 O 0.0565
18 H 0.0970
19 H 0.0997
20 H 0.0926
21 H 0.1278
22 H 0.1168
23 H 0.1158
24 H 0.1282
25 H 0.1164
26 H 0.1641
27 H 0.1640
28 H 0.1561
29 H 0.1693
30 C -0.0350
31 C -0.2431
32 C -0.0098
33 C 0.0383
34 C -0.1916
35 C 0.0954
36 C -0.1724
37 C 0.0005
38 C -0.0411
39 C -0.0324
40 C -0.0437
41 C 0.0019
42 C 0.0025
43 C -0.0094
44 H 0.0910
45 H 0.1012
46 H 0.0853
47 H 0.1270
48 H 0.1346
49 H 0.0869
50 H 0.1328
51 H 0.1237
52 H 0.1205
53 H 0.1168
54 H 0.1058
55 H 0.1089
56 H 0.1268

---

# 5
This record from OMol25 describes C43H110BrInNO20S as an isolated structure at a distorted geometry. The level of theory is wB97M-V/def2-TZVPD.

orbital gap	5.933	eV
multiplicity	1
charge	-1
energy	-6426.04350	hartree

XYZ file:
```
177
C43H110BrInNO20S (wB97M-V/def2-TZVPD)
C 9.85 -2.61 1.14
C 9.31 -1.24 0.71
C 9.82 -0.81 -0.68
C 8.72 -0.79 -1.77
C 8.12 0.60 -2.09
C 6.57 0.60 -2.08
C 5.91 1.51 -1.01
C 4.74 2.33 -1.56
C 3.59 2.47 -0.53
C 2.30 3.03 -1.16
C 1.03 2.49 -0.46
C 0.05 1.85 -1.45
C -1.06 1.10 -0.68
C -2.46 1.75 -0.76
C -3.30 1.47 0.51
In -5.07 0.12 0.24
C -6.56 0.70 1.82
C -8.05 0.69 1.46
N -8.83 -0.17 2.40
C -5.80 0.21 -1.87
S -7.22 1.31 -2.14
C -8.01 0.52 -3.57
C -9.36 1.15 -3.88
C -4.37 -2.00 0.61
C -5.38 -3.15 0.55
C -4.97 -4.31 -0.38
Br -7.24 -2.62 0.05
H 9.58 -3.33 0.37
H 9.41 -2.91 2.09
H 10.94 -2.56 1.28
H 9.53 -0.48 1.46
H 8.22 -1.33 0.69
H 10.61 -1.49 -1.00
H 10.25 0.19 -0.57
H 9.16 -1.23 -2.67
H 7.92 -1.46 -1.43
H 8.51 1.34 -1.39
H 8.46 0.89 -3.09
H 6.22 0.90 -3.07
H 6.23 -0.41 -1.90
H 6.67 2.14 -0.53
H 5.52 0.86 -0.23
H 4.33 1.82 -2.43
H 5.06 3.33 -1.88
H 3.94 3.12 0.28
H 3.42 1.47 -0.14
H 2.32 4.12 -1.15
H 2.29 2.70 -2.20
H 0.53 3.34 0.02
H 1.30 1.76 0.30
H -0.41 2.63 -2.06
H 0.61 1.16 -2.09
H -1.16 0.08 -1.09
H -0.77 1.01 0.36
H -2.96 1.41 -1.67
H -2.30 2.84 -0.82
H -3.69 2.40 0.94
H -2.70 0.99 1.29
H -6.27 1.71 2.14
H -6.37 0.06 2.69
H -8.46 1.70 1.51
H -8.22 0.33 0.44
H -8.23 -0.95 2.66
H -9.57 -0.61 1.87
H -6.10 -0.79 -2.18
H -5.01 0.54 -2.54
H -7.34 0.58 -4.44
H -8.13 -0.54 -3.33
H -9.79 0.66 -4.76
H -10.06 0.99 -3.06
H -9.25 2.20 -4.12
H -3.87 -2.07 1.58
H -3.62 -2.19 -0.16
H -5.50 -3.55 1.55
H -5.78 -4.58 -1.05
H -4.75 -5.21 0.21
H -4.12 -4.03 -1.00
C 1.11 -1.15 1.80
C 1.23 -1.66 3.22
O 1.40 -0.56 4.10
O 2.25 -0.40 1.42
H 1.00 -1.97 1.09
H 0.22 -0.51 1.73
H 2.11 -2.29 3.33
H 0.34 -2.23 3.49
H 0.57 -0.06 4.07
H 2.52 0.11 2.20
C -2.66 4.61 1.95
C -3.14 4.39 3.37
O -2.23 5.01 4.29
O -1.34 4.09 1.80
H -3.31 4.10 1.24
H -2.64 5.68 1.72
H -3.12 3.32 3.60
H -4.14 4.77 3.52
H -2.35 5.96 4.20
H -0.87 4.30 2.61
C 7.82 -4.95 -3.27
C 8.23 -3.82 -4.19
O 9.58 -3.43 -3.91
O 7.95 -4.56 -1.92
H 6.78 -5.23 -3.44
H 8.45 -5.83 -3.46
H 7.62 -2.94 -3.99
H 8.12 -4.10 -5.24
H 10.16 -4.13 -4.21
H 8.75 -4.03 -1.86
C -6.27 6.20 2.61
C -7.27 7.32 2.49
O -7.20 7.91 1.19
O -4.95 6.67 2.34
H -6.27 5.78 3.62
H -6.52 5.40 1.90
H -7.02 8.12 3.19
H -8.28 6.97 2.70
H -7.55 7.27 0.56
H -5.04 7.29 1.61
C 4.98 -4.96 1.45
C 6.08 -3.92 1.48
O 7.32 -4.47 1.07
O 5.31 -6.06 2.28
H 4.04 -4.53 1.81
H 4.83 -5.32 0.42
H 6.22 -3.56 2.50
H 5.81 -3.07 0.84
H 7.28 -4.66 0.12
H 6.25 -6.21 2.16
C 0.15 6.04 -1.64
C -1.21 6.64 -1.36
O -2.13 5.58 -1.16
O 0.06 5.15 -2.73
H 0.89 6.81 -1.88
H 0.49 5.49 -0.75
H -1.57 7.19 -2.23
H -1.17 7.32 -0.50
H -1.92 5.13 -0.34
H -0.79 4.69 -2.63
C 1.23 -6.79 2.26
C 1.33 -6.13 3.61
O 0.05 -5.67 4.04
O 0.69 -5.88 1.30
H 2.21 -7.09 1.90
H 0.58 -7.67 2.32
H 1.96 -5.24 3.55
H 1.76 -6.81 4.35
H -0.49 -6.43 4.25
H 0.00 -5.37 1.76
C -0.70 -3.44 -1.24
C -0.38 -4.26 -2.47
O 1.03 -4.27 -2.71
O -0.23 -2.11 -1.37
H -1.77 -3.40 -1.07
H -0.22 -3.91 -0.37
H -0.84 -3.81 -3.35
H -0.75 -5.28 -2.37
H 1.44 -4.79 -2.01
H 0.63 -2.17 -1.82
C -2.49 1.49 4.51
C -3.20 1.59 5.84
O -2.35 2.20 6.81
O -1.28 0.75 4.65
H -3.11 0.99 3.77
H -2.25 2.49 4.13
H -3.42 0.59 6.22
H -4.13 2.15 5.74
H -2.25 3.13 6.57
H -0.90 1.02 5.50
C -3.06 -0.97 -4.71
C -2.72 -0.76 -6.17
O -1.48 -0.07 -6.30
O -3.13 0.26 -4.02
H -4.03 -1.45 -4.60
H -2.30 -1.61 -4.24
H -3.47 -0.13 -6.64
H -2.69 -1.72 -6.70
H -0.78 -0.67 -6.02
H -2.41 0.81 -4.35
```

Löwdin atomic charge list, values in e, 99 entries:
1 C -0.1168
2 C -0.2514
3 C -0.1970
4 C -0.2037
5 C -0.1827
6 C -0.1916
7 C -0.2002
8 C -0.2183
9 C -0.2100
10 C -0.1910
11 C -0.1900
12 C -0.1830
13 C -0.1927
14 C -0.2595
15 C -0.2525
16 In 0.7129
17 C -0.2794
18 C -0.4148
19 N -0.0434
20 C -0.5977
21 S 0.7326
22 C -0.5872
23 C -0.1958
24 C -0.2930
25 C -0.7598
26 C -0.1582
27 Br 0.6471
28 H 0.0514
29 H 0.0661
30 H 0.0712
31 H 0.0987
32 H 0.0930
33 H 0.0974
34 H 0.0967
35 H 0.0838
36 H 0.0872
37 H 0.0939
38 H 0.1001
39 H 0.0966
40 H 0.0952
41 H 0.1013
42 H 0.1007
43 H 0.1008
44 H 0.1130
45 H 0.1146
46 H 0.0900
47 H 0.0919
48 H 0.1004
49 H 0.0875
50 H 0.0870
51 H 0.0893
52 H 0.1041
53 H 0.0890
54 H 0.0802
55 H 0.0683
56 H 0.0795
57 H -0.0052
58 H 0.0156
59 H 0.0057
60 H 0.0168
61 H 0.0834
62 H 0.0246
63 H 0.0198
64 H 0.0388
65 H -0.0329
66 H -0.0437
67 H 0.0653
68 H 0.0631
69 H 0.0609
70 H 0.0618
71 H 0.0593
72 H 0.0325
73 H 0.0068
74 H 0.0609
75 H 0.0328
76 H 0.0674
77 H 0.0470
78 C -0.2351
79 C -0.2355
80 O -0.0740
81 O -0.0779
82 H 0.1082
83 H 0.1137
84 H 0.1119
85 H 0.1221
86 H 0.0483
87 H 0.0788
88 C -0.2407
89 C -0.2252
90 O -0.0575
91 O -0.0602
92 H 0.1021
93 H 0.1071
94 H 0.0686
95 H 0.1011
96 H 0.0919
97 H 0.0840
98 C -0.2321
99 C -0.2304